[1]
20
Properties=species:S:1:pos:R:3:forces:R:3 method="wB97M-V/def2-TZVPD" e_homo_ev=-19.0 homo_lumo_gap_ev=4.933 total_charge=+3 largest_force_ev_per_a=1.15 e_tot_ha=-1554.52958
W 1.21186 -0.65746 1.59181 -0.046 -0.970 -0.277
C -1.55736 1.69447 -1.08798 0.394 -0.362 0.292
C -0.68026 0.74763 -0.31954 -0.367 0.695 -0.369
N 0.11967 1.03102 0.66584 -0.320 -0.045 -0.100
O 0.26637 2.27866 1.13783 0.261 -0.274 0.170
C -0.54534 -0.69697 -0.63963 -0.264 0.154 -0.097
C -0.54962 -1.31032 -1.97245 -0.295 0.120 0.310
N -0.31889 -1.29163 0.49968 1.103 -0.317 -0.049
O 0.67736 -2.25305 0.67589 -0.447 -0.556 -0.295
H -1.58344 2.70456 -0.68442 -0.042 0.023 -0.003
H -2.57555 1.30237 -1.08199 -0.060 0.019 -0.062
H -1.21442 1.75397 -2.12292 -0.041 -0.007 -0.064
H -0.27232 2.89264 0.61200 -0.094 0.255 -0.066
H -0.18966 -0.60188 -2.71801 0.034 -0.037 -0.076
H -1.59628 -1.53315 -2.23315 -0.025 -0.016 -0.049
H -0.00633 -2.25260 -1.97580 0.066 -0.039 -0.026
Te 0.01799 -0.13912 3.96379 0.171 0.638 0.017
Te 1.74595 -2.10634 3.89354 0.242 0.442 -0.094
Te 3.77712 -1.73304 1.77248 -0.103 -0.411 -0.059
Te 3.27316 0.17025 0.02305 -0.168 0.690 0.895

---

[2]
90
Properties=species:S:1:pos:R:3:forces:R:3 method="wB97M-V/def2-TZVPD" e_homo_ev="-10.4 / -10.5" homo_lumo_gap_ev="8.010 / 8.062" total_charge=+1 largest_force_ev_per_a=0.73 multiplicity=4 relative_energy_ev=1.161 s2=3.8507 e_tot_ha=-6342.07561
Cr -0.03320 -0.86556 -0.04136 -0.420 -0.545 0.257
C 0.73655 -0.68086 -2.21782 -0.393 0.124 -0.098
C 1.81426 -1.17608 -1.44293 0.092 -0.029 0.097
C 1.41407 -2.41741 -0.89023 -0.106 -0.086 -0.034
C 0.06806 -2.67791 -1.28026 0.227 -0.080 -0.550
C -0.34057 -1.60277 -2.12998 0.212 -0.184 -0.052
C -1.51101 -1.64717 -3.05716 -0.034 0.062 0.000
C -0.68184 -3.97239 -1.16603 -0.025 0.002 0.128
C 2.35094 -3.33243 -0.16717 0.063 0.026 -0.025
C 3.22696 -0.68229 -1.42524 -0.027 0.038 0.049
C 0.74869 0.46647 -3.17981 0.049 0.045 0.030
H -1.92406 -0.66224 -3.26458 0.025 0.010 -0.006
H -2.31653 -2.27229 -2.67797 -0.008 0.010 0.012
H -1.17730 -2.06579 -4.01186 -0.003 -0.019 0.008
H -0.05664 -4.75831 -0.74269 -0.004 0.013 0.030
H -0.98607 -4.30758 -2.15880 0.021 -0.009 -0.006
H -1.59712 -3.89591 -0.57519 -0.006 0.018 -0.015
H 1.85046 -4.20841 0.23352 0.000 0.002 0.000
H 2.87457 -2.82822 0.64773 -0.013 0.002 0.010
H 3.11666 -3.67617 -0.86717 0.004 0.008 0.002
H 3.83795 -1.33134 -2.05870 0.016 0.012 0.006
H 3.66351 -0.69938 -0.42621 -0.010 0.008 0.005
H 3.31702 0.33216 -1.80487 -0.009 0.006 0.005
H -0.12705 1.10714 -3.06887 0.010 0.016 0.004
H 0.74484 0.07906 -4.20203 -0.013 -0.007 0.004
H 1.63345 1.08987 -3.07153 0.008 -0.015 0.007
N -1.46312 2.48651 0.07052 -0.046 -0.005 -0.013
C -0.59540 2.11381 1.03301 0.002 0.019 0.020
N -0.02931 0.92787 1.10457 0.162 0.226 -0.063
C 0.75877 0.83903 2.24872 0.064 -0.024 0.023
C 0.85433 1.96873 2.97750 -0.026 -0.015 -0.003
S -0.13128 3.19972 2.28861 0.055 0.008 -0.025
C 1.17582 -0.50884 2.62396 0.018 -0.062 -0.051
C 1.89742 -0.92529 3.68159 0.004 -0.017 -0.002
S 1.75660 -2.64001 3.85325 -0.029 0.012 -0.016
C 0.71830 -2.68607 2.47145 -0.088 0.029 0.082
N 0.56081 -1.51998 1.88929 0.072 0.142 -0.002
N 0.13456 -3.82356 2.05198 0.007 -0.038 -0.036
H -1.99232 1.75604 -0.37783 0.042 -0.016 -0.021
H -1.92974 3.37274 0.16546 -0.008 -0.005 0.004
H 1.37260 2.11876 3.90901 -0.008 0.020 0.005
H 2.44095 -0.33894 4.40231 0.001 0.003 0.001
H 0.11201 -4.62435 2.65890 0.027 -0.001 -0.001
H -0.59852 -3.75746 1.36223 -0.008 0.021 0.003
Cl -3.91543 -3.67766 0.81469 -0.001 -0.024 0.016
C -4.17072 -2.33275 -0.27742 0.009 0.031 0.001
C -5.32480 -2.37630 -1.04697 0.024 -0.005 0.024
C -5.62280 -1.33072 -1.90230 -0.013 -0.009 0.011
C -4.74874 -0.25691 -1.98493 0.001 -0.002 -0.014
C -3.59505 -0.24977 -1.22304 0.014 -0.006 -0.054
C -3.25820 -1.27319 -0.33241 -0.023 -0.126 -0.067
C -2.03509 -1.21466 0.51559 0.021 0.250 0.093
H -5.98623 -3.22668 -0.95569 -0.010 0.005 -0.009
H -6.52494 -1.35863 -2.49759 0.001 0.001 -0.002
H -4.95381 0.56130 -2.66307 0.001 0.004 0.004
H -2.88190 0.54873 -1.39409 0.002 0.018 0.063
H -1.96457 -2.13690 1.09158 0.007 0.038 0.065
H -2.16541 -0.41920 1.25820 -0.068 -0.038 0.038
C 1.24752 7.13596 1.44759 0.021 -0.003 0.007
C 0.39526 6.85194 0.38997 0.001 -0.023 -0.023
C 0.59072 5.70386 -0.36616 -0.073 -0.019 0.083
C 1.63721 4.83084 -0.07764 -0.095 0.137 -0.139
C 2.49462 5.12853 0.97496 0.015 -0.029 -0.029
C 2.29822 6.27516 1.73345 -0.025 0.019 0.014
As 1.73071 3.19382 -1.15152 0.253 0.031 0.145
C 2.42781 3.95668 -2.79506 0.037 0.013 -0.023
C 1.69984 4.54870 -3.81411 -0.012 0.004 -0.016
C 2.35962 5.02757 -4.93873 0.007 -0.006 0.008
C 3.73841 4.89560 -5.04371 -0.004 -0.001 -0.003
C 4.46778 4.28620 -4.03345 0.008 0.012 -0.002
C 3.81657 3.81337 -2.89995 -0.020 -0.021 -0.019
C 4.45587 3.13558 -1.75312 -0.035 -0.048 -0.005
C 5.81526 2.87861 -1.60683 0.018 -0.023 0.019
C 6.27835 2.23553 -0.46808 -0.001 0.009 -0.006
C 5.39568 1.84021 0.53015 -0.016 -0.022 -0.003
C 4.03567 2.08079 0.38514 0.008 -0.008 -0.004
C 3.57007 2.72601 -0.75037 0.021 0.090 0.066
H 1.10051 8.03088 2.03756 0.001 -0.004 0.008
H -0.41699 7.52609 0.14999 0.001 0.002 -0.002
H -0.08342 5.49199 -1.19099 0.010 -0.002 -0.010
H 3.32229 4.47150 1.21066 0.010 0.006 -0.020
H 2.97533 6.50081 2.54760 0.002 0.001 -0.001
H 0.62209 4.64092 -3.74383 0.002 0.004 0.010
H 1.79938 5.49792 -5.73593 -0.001 0.003 0.001
H 4.24697 5.26600 -5.92392 0.007 -0.001 0.002
H 5.54084 4.18405 -4.13430 0.001 -0.001 -0.001
H 6.51924 3.18263 -2.37089 -0.008 0.003 -0.008
H 7.33733 2.04383 -0.35532 0.001 -0.001 -0.003
H 5.76958 1.34105 1.41507 0.000 0.004 0.002
H 3.34213 1.76134 1.15704 0.002 0.008 0.005

---

[3]
32
Properties=species:S:1:pos:R:3:forces:R:3 method="wB97M-V/def2-TZVPD" e_homo_ev=-10.3 homo_lumo_gap_ev=10.792 total_charge=0 largest_force_ev_per_a=2.02 smiles=ClCCCl.ClCCCl.ClCCCl.ClCCCl relative_energy_ev=1.055 e_tot_ha=-3995.93790
Cl -0.29099 -0.79783 -0.40894 1.132 -0.476 -0.177
C -1.96538 -0.40031 -0.63404 -0.895 1.673 0.010
C -2.13309 1.15811 -0.39676 -0.002 -0.640 -0.338
Cl -1.52225 1.59545 1.20239 -0.016 0.209 0.600
H -2.50783 -1.03716 0.06472 -0.261 0.483 0.004
H -2.26718 -0.65934 -1.64889 0.051 0.094 0.027
H -3.12995 1.59351 -0.46615 -0.284 -0.761 0.085
H -1.56096 1.77490 -1.08981 0.303 -0.571 -0.211
Cl 2.90374 5.78132 2.67304 1.225 1.595 -0.215
C 1.67291 4.61113 2.99888 0.456 -0.644 -0.914
C 1.70433 3.58151 1.85866 -0.395 -1.645 1.027
Cl 3.31928 2.65578 1.88493 -1.265 0.920 -0.080
H 0.75995 5.19503 3.11581 -0.233 -0.649 -0.079
H 2.01184 4.12762 3.91509 -0.604 -0.139 -0.017
H 1.42695 3.80385 0.82826 0.626 0.921 0.175
H 0.96198 2.81965 2.09651 0.125 -0.212 0.247
Cl 3.76520 0.45388 -0.59398 0.633 -0.547 0.367
C 2.64680 1.56176 -1.34716 -0.504 -0.566 -1.530
C 2.80096 1.47854 -2.89478 0.027 -0.165 0.823
Cl 2.32128 -0.15553 -3.57485 0.141 1.016 0.474
H 2.84605 2.56700 -0.97582 -0.064 -0.047 -0.141
H 1.65026 1.20385 -1.08849 -0.035 0.354 0.142
H 3.85012 1.62076 -3.15389 -0.180 0.006 -0.126
H 2.17630 2.24509 -3.35336 0.020 -0.211 -0.146
Cl -2.90329 -3.85565 -0.76643 -0.293 -0.072 -0.101
C -2.42262 -5.16578 0.33516 -0.537 -0.593 0.680
C -2.95600 -6.53604 -0.11013 1.121 0.521 -0.781
Cl -2.38134 -7.76922 1.04536 -0.229 0.082 0.077
H -2.89740 -5.03784 1.30795 0.263 0.674 0.019
H -1.34002 -5.07450 0.42316 -0.177 -0.473 0.009
H -2.49611 -6.79826 -1.06294 -0.335 -0.076 -0.046
H -4.04351 -6.54142 -0.18361 0.184 -0.061 0.136